No. 1
Formula: C4H6FeO2
Source: the OMol25 dataset
Level of theory: ωB97M-V/def2-TZVPD

Geometry as ORCA input:
```
! wB97M-V def2-TZVPD RIJCOSX def2/J DEFGRID3
* xyz 0 5
O 1.58190 -0.40516 0.88226
C 1.10390 0.76078 0.36034
H 0.67818 -0.80397 1.42312
H 1.18336 1.34191 1.31537
C -2.57476 0.40195 0.74887
C -1.98417 -0.66453 0.17253
C -0.93070 -0.81838 -0.88284
O 0.12670 0.13861 -0.92570
Fe 0.21671 2.00142 -0.98519
H -2.01633 -1.60645 0.75699
H -3.25920 0.09799 1.56566
H -1.40150 -1.00555 -1.85861
H -0.36625 -1.75110 -0.69229
*
```

* lowest unoccupied orbital energy (alpha / beta): -1.02 / -1.14 eV
* ΔE to the lowest compared entry with this formula, charge and spin: 176.7 kcal/mol

***

No. 2
Formula: C25H20AsBN9S4Tc
Source: the OMol25 dataset
Level of theory: ωB97M-V/def2-TZVPD

Geometry as ORCA input:
```
! wB97M-V def2-TZVPD RIJCOSX def2/J DEFGRID3
* xyz 2 1
Tc -0.01347 1.36801 1.09016
C 3.55704 3.42143 2.48652
C 2.48716 2.55570 2.71854
N 1.81025 2.34262 1.58838
N 2.42849 3.06554 0.62062
C 3.48141 3.71852 1.14248
B 2.03419 2.81659 -0.83760
N 0.56471 3.16702 -1.12969
C 0.08852 3.91004 -2.14526
C -1.29058 3.89155 -2.10138
C -1.60465 3.08152 -1.01348
N -0.48370 2.65710 -0.42944
N 2.16311 1.21381 -0.89691
C 3.22404 0.55887 -1.16252
C 3.36467 -0.92215 -0.88789
C 2.02178 -0.82649 1.16916
N 0.96527 0.65449 -0.54418
H 4.28211 3.77683 3.19752
H 2.18427 2.07938 3.63656
H 4.11004 4.33772 0.52329
H 2.76401 3.33985 -1.61503
H 0.75835 4.40660 -2.82753
H -1.97449 4.39325 -2.76296
H -2.56703 2.78310 -0.62999
H 4.06900 1.13195 -1.52595
H 4.37496 -1.20697 -1.16695
H 1.82929 -0.91937 2.22974
N -3.87864 -7.20192 -3.43453
C -3.38530 -6.30813 -2.90949
C -2.77231 -5.19258 -2.24525
C -3.19727 -3.89491 -2.52845
C -2.61452 -2.82360 -1.87592
C -1.59562 -3.04118 -0.94973
C -1.17065 -4.33608 -0.67111
C -1.75818 -5.41229 -1.31605
C -1.00484 -1.87676 -0.23607
C -1.89032 -1.14876 0.66661
C -2.89415 -1.80420 1.50613
C -3.33934 -0.89192 2.37364
C -2.66188 0.39094 2.04491
N -1.81464 0.12792 0.89558
C 0.28519 -1.53097 -0.38068
C 1.14259 -2.10401 -1.41271
C 2.40889 -1.79504 -1.69001
C 3.18726 -1.08471 0.60894
N 0.87144 -0.42035 0.37029
H -3.98043 -3.73676 -3.25717
H -2.94298 -1.81483 -2.09582
H -0.38289 -4.50161 0.05389
H -1.43728 -6.42275 -1.10332
H -3.16456 -2.84687 1.43258
H -4.06213 -1.01908 3.16563
H -3.33785 1.23227 1.88058
H 0.63546 -2.79953 -2.06911
H 2.85180 -2.23876 -2.57275
H 4.03237 -1.38517 1.21413
S -2.55857 3.86331 2.23679
As -2.21343 2.79681 4.21660
S -1.32954 0.89904 3.23458
S -0.48014 3.74774 2.01966
S -0.17630 3.77821 4.10141
*
```

* lowest unoccupied orbital energy: -6.73 eV
* ΔE to the lowest compared entry with this formula, charge and spin: 37.5 kcal/mol

***

> The lowest ΔE to the lowest compared entry with this formula, charge and spin belongs to which entry?

C25H20AsBN9S4Tc